A 12-piece molecular cluster, C34H64N4O10S2 overall at a distorted geometry, computed with ωB97M-V/def2-TZVPD.

Cartesian coordinates (Å):
1 S -3.919 1.627 6.155
2 S -0.235 -0.279 -5.740
3 O -3.112 2.501 6.981
4 O 4.123 0.075 -1.015
5 O 1.100 -3.716 0.967
6 O 0.725 -0.925 -6.595
7 O 1.490 0.370 2.451
8 O 0.196 0.867 -4.959
9 O 4.385 -3.644 -4.473
10 O -5.308 1.370 6.438
11 O -5.201 2.804 1.235
12 O -1.601 -0.352 -1.747
13 N 4.678 3.049 -2.734
14 N -5.175 -2.645 3.551
15 N 3.300 3.139 3.267
16 N -0.388 3.575 1.387
17 C 3.224 3.063 2.124
18 C -1.225 0.212 0.529
19 C 3.268 -3.479 -4.060
20 C -2.554 -1.343 -4.949
21 C 3.049 -2.681 -2.812
22 C 0.697 -0.370 -1.087
23 C -0.439 -2.547 2.322
24 C 0.474 -3.694 2.004
25 C 2.052 -3.921 -4.807
26 C 0.527 -4.858 2.971
27 C -3.672 2.190 4.433
28 C 2.468 -0.265 2.791
29 C -6.173 2.217 -0.813
30 C -2.894 1.093 3.726
31 C -3.050 0.042 5.960
32 C 5.303 0.235 -1.208
33 C 3.024 2.977 0.691
34 C -2.091 0.363 4.819
35 C -0.792 -0.196 -0.872
36 C -1.724 0.180 -6.623
37 C -5.028 2.679 0.044
38 C 6.167 1.040 -0.258
39 C -5.102 -1.543 1.204
40 C 2.782 1.818 -4.057
41 C -1.053 -1.482 -4.660
42 C 2.882 -0.268 4.239
43 C -2.772 0.058 -5.535
44 C 0.283 3.395 3.896
45 C -0.113 3.513 2.496
46 C 3.848 2.492 -3.309
47 C -3.719 2.964 -0.661
48 C -5.172 -2.174 2.506
49 C 3.288 -1.104 1.826
50 C 6.001 -0.221 -2.472
51 H 1.040 0.217 -1.937
52 H 6.696 -1.012 -2.161
53 H 2.367 -3.122 -2.083
54 H -2.780 -2.056 -5.750
55 H 3.900 -0.647 4.359
56 H 0.654 2.390 4.097
57 H 1.270 -0.061 -0.214
58 H -6.663 3.065 -1.304
59 H -3.187 -1.640 -4.116
60 H 4.337 -0.902 2.029
61 H 1.907 -3.117 -5.540
62 H 5.602 1.257 0.642
63 H -2.982 3.465 -0.041
64 H -2.137 1.462 3.033
65 H -0.398 -1.868 1.471
66 H -1.474 -2.820 2.522
67 H -5.967 -1.737 0.568
68 H -2.617 -0.235 6.916
69 H 1.095 4.093 4.078
70 H 0.983 -1.408 -1.271
71 H -0.561 3.508 4.577
72 H -0.703 -2.422 -5.092
73 H 0.062 -4.573 3.911
74 H -4.665 2.425 4.053
75 H -0.013 -5.673 2.481
76 H 2.835 1.912 0.505
77 H -4.276 -1.930 0.601
78 H -1.664 -0.541 4.379
79 H -0.614 -1.404 -3.671
80 H -3.525 0.362 3.222
81 H 2.929 -0.827 0.840
82 H 4.022 -2.598 -2.320
83 H -3.771 0.256 -5.919
84 H 1.537 -5.249 3.074
85 H 3.055 -2.159 1.982
86 H 6.622 0.578 -2.877
87 H -6.931 1.708 -0.226
88 H -0.430 0.191 1.271
89 H -1.914 -0.541 -7.423
90 H -1.255 0.954 5.199
91 H 2.304 2.489 -4.761
92 H -3.977 3.588 -1.521
93 H -0.029 -1.976 3.161
94 H 7.089 0.519 0.007
95 H 2.782 -1.631 -2.952
96 H 2.343 -1.052 4.789
97 H 6.462 1.952 -0.782
98 H -3.316 2.028 -1.055
99 H -2.005 -0.483 0.845
100 H -4.937 -0.466 1.238
101 H -1.577 1.244 0.460
102 H -5.813 1.632 -1.665
103 H -1.562 1.131 -7.128
104 H 2.665 0.679 4.722
105 H 3.834 3.279 0.039
106 H -2.577 0.727 -4.691
107 H 2.187 -4.852 -5.353
108 H 2.085 3.471 0.436
109 H 5.395 -0.674 -3.252
110 H 3.236 0.935 -4.507
111 H 1.148 -3.977 -4.204
112 H 2.005 1.468 -3.385
113 H -3.138 3.136 4.490
114 H -3.811 -0.669 5.635

Results
**Maximum force**: 1.5 eV/Å
**E_tot**: -3101.64171 a.u.
**Energy relative to the best compared isomer or geometry (same formula, charge and spin)**: 0.0 kcal/mol
**Orbital gap**: 0.3593 Ha
**Net charge**: 0
**SMILES**: O=S1(=O)CCCC1.O=S1(=O)CCCC1.CC(C)=O.CC(C)=O.CC(C)=O.CC(C)=O.CC(C)=O.CC(C)=O.CC#N.CC#N.CC#N.CC#N

Mulliken atomic charge list, values in e, 4 entries:
1. S 1.172
2. S 1.160
3. O -0.655
4. O 0.130

***

A 3-piece molecular cluster, C34H66Br2N3O3 overall at a distorted geometry, computed with ωB97M-V/def2-TZVPD.

Cartesian coordinates (Å):
1 Br 3.095 -1.253 -2.436
2 Br 4.425 1.345 1.228
3 O 3.842 2.494 5.116
4 O -2.231 -0.506 -1.248
5 O -1.597 1.608 -1.529
6 N -2.116 -1.907 -6.420
7 N 1.672 0.068 1.827
8 N -1.712 -4.885 2.050
9 C 0.926 0.251 -0.376
10 C -2.718 -0.072 -8.100
11 C -1.934 3.847 1.146
12 C -3.002 3.005 1.912
13 C 0.494 4.709 1.163
14 C 0.570 -5.850 2.695
15 C -1.502 0.385 -0.902
16 C -0.654 4.059 1.982
17 C 1.407 5.648 2.007
18 C 4.995 2.899 4.383
19 C -0.381 0.274 0.117
20 C 3.384 1.627 -1.878
21 C -1.453 -3.589 1.457
22 C 3.291 4.619 3.383
23 C -2.736 -1.547 -7.686
24 C 3.760 0.229 -1.321
25 C -0.688 -1.662 -6.387
26 C 4.745 4.090 3.411
27 C 3.430 0.018 0.161
28 C -2.853 -1.528 -5.226
29 C -2.020 0.174 2.256
30 C -0.679 0.198 1.509
31 C -3.348 0.431 1.542
32 C 3.597 1.110 5.083
33 C -2.763 -0.071 -4.759
34 C -0.256 -3.462 0.523
35 C 2.913 5.238 2.005
36 C 1.948 0.119 0.519
37 C -2.639 -7.164 1.704
38 C -0.798 -5.291 3.104
39 C -3.592 1.866 1.027
40 C 0.433 0.105 2.317
41 C 0.009 -2.329 -5.209
42 C -2.056 -5.907 1.075
43 H 1.362 6.643 1.540
44 H -2.346 -3.286 0.899
45 H 5.735 3.230 5.130
46 H 5.375 4.922 3.754
47 H 0.691 -3.472 1.066
48 H -2.625 2.693 2.893
49 H -1.196 -6.188 0.448
50 H -3.362 0.595 -5.378
51 H -3.493 -0.317 0.750
52 H 0.331 0.055 3.400
53 H 0.082 5.302 0.331
54 H -3.146 0.009 -3.740
55 H 1.117 0.316 -1.441
56 H 3.819 -0.954 0.489
57 H -3.486 -6.922 2.348
58 H -0.279 3.083 2.330
59 H -3.274 2.035 -0.006
60 H -1.348 -2.836 2.247
61 H 5.476 2.063 3.854
62 H 3.151 0.842 6.053
63 H 3.138 4.543 1.183
64 H -1.900 -7.710 2.291
65 H 1.047 5.775 3.035
66 H -1.929 0.879 3.097
67 H 4.261 2.270 -1.725
68 H 2.447 -0.018 2.483
69 H 2.530 3.861 3.599
70 H 2.558 2.088 -1.328
71 H -2.519 -2.167 -4.403
72 H 1.036 -6.339 3.553
73 H 4.849 0.155 -1.401
74 H 2.828 0.840 4.326
75 H -0.215 -3.396 -5.174
76 H -1.660 3.403 0.181
77 H -1.300 -6.046 3.715
78 H -3.020 0.016 -9.146
79 H -3.818 3.710 2.120
80 H 1.133 3.945 0.690
81 H -4.681 2.012 0.999
82 H -3.770 -1.902 -7.688
83 H -1.735 0.299 -4.748
84 H -0.246 -2.069 -7.300
85 H -0.316 -2.504 -0.002
86 H -2.812 -5.498 0.398
87 H 3.507 6.150 1.861
88 H -2.994 -7.836 0.922
89 H -4.155 0.204 2.254
90 H -0.452 -0.586 -6.378
91 H -0.279 -1.881 -4.255
92 H -0.883 4.741 2.810
93 H -1.725 0.370 -8.011
94 H 3.243 5.464 4.083
95 H -3.905 -1.792 -5.361
96 H 1.091 -2.217 -5.309
97 H 0.494 -6.595 1.903
98 H 1.253 -5.066 2.368
99 H -0.234 -4.247 -0.233
100 H -2.348 4.839 0.914
101 H 5.095 3.871 2.391
102 H 3.218 1.571 -2.956
103 H -3.419 0.523 -7.516
104 H 4.501 0.499 4.960
105 H -2.241 -2.124 -8.474
106 H -2.099 -0.807 2.753
107 H -0.647 -4.450 3.787
108 H -0.719 2.015 -1.459

Results
**Maximum force**: 1.9 eV/Å
**E_tot**: -6872.81459 a.u.
**Orbital gap**: 0.1853 Ha
**Net charge**: +1

Mulliken atomic charge list, values in e, 4 entries:
1. Br -0.067
2. Br -0.053
3. O -0.329
4. O -0.471

***

> What is the formula in the first record?

C34H64N4O10S2

***

> What is the maximum force in the first record?

1.5 eV/Å

***

> Among the records above, which one has the highest orbital gap?

C34H64N4O10S2